# 1
C51H48As2ClIrN7O2P | ωB97M-V with the def2-TZVPD basis set

Results
Total charge: +1
Relative energy (zero: lowest compared OMol25 entry of this formula, charge and spin) in kcal per mole: 0.0
Multiplicity: 2
LUMO (spin up / spin down) in eV: -2.02 / -2.44
Orbital gap (spin up / spin down) in eV: 6.919 / 6.562

Structure (XYZ):
```
113
Properties=species:S:1:pos:R:3:forces:R:3:mulliken_spin:R:1
Ir 0.45948 -0.32923 -0.27641 -0.517 0.263 0.180 -0.0102
C 2.55328 0.78888 4.85293 0.008 -0.008 0.013 0.0000
N 2.45284 0.36151 3.46490 -0.004 0.043 -0.027 -0.0002
C 3.50503 0.02983 2.65756 -0.021 -0.011 0.023 0.0015
C 2.97350 -0.32454 1.45785 0.004 -0.034 0.032 0.0016
N 1.60899 -0.24147 1.53334 0.094 -0.273 -0.180 0.0011
C 1.31378 0.19656 2.74935 -0.005 -0.015 -0.054 -0.0001
P -0.27009 0.75176 3.40053 0.129 0.040 0.059 -0.0001
C -1.07924 -0.84116 3.69346 -0.133 -0.019 0.140 0.0001
N -0.66969 -2.02606 3.28601 0.061 0.056 -0.022 0.0000
C -1.42617 -2.93289 3.96789 -0.030 0.058 0.392 0.0000
C -2.30981 -2.28974 4.78987 0.030 -0.017 -0.051 0.0000
N -2.08347 -0.95626 4.61848 -0.017 -0.006 -0.077 -0.0001
C -2.76881 0.10965 5.32822 0.029 0.001 0.007 0.0000
C -1.01478 1.40629 1.88481 -0.133 -0.062 -0.026 -0.0005
N -1.03978 0.90870 0.64763 0.190 0.112 -0.053 0.0001
C -1.86065 1.72463 -0.08439 0.008 -0.034 -0.002 -0.0012
C -2.32305 2.72820 0.70757 0.010 0.005 0.009 -0.0002
N -1.78316 2.52481 1.94199 -0.031 -0.028 0.013 0.0001
C -1.97143 3.42038 3.07829 0.035 0.012 -0.028 0.0000
H 3.60490 0.91310 5.09490 0.000 0.005 -0.004 0.0000
H 2.12442 0.04013 5.51685 0.001 -0.002 -0.003 0.0000
H 2.04006 1.73794 4.99465 -0.001 -0.004 0.002 0.0000
H 4.52361 0.07073 3.00061 -0.002 -0.005 0.005 0.0001
H 3.46496 -0.62258 0.55033 -0.026 -0.035 -0.030 -0.0020
H -1.28903 -3.99442 3.85006 0.026 0.146 0.210 -0.0001
H -3.06456 -2.65760 5.46362 -0.003 0.004 0.000 0.0000
H -3.70373 -0.27927 5.72275 0.004 0.004 0.011 0.0000
H -2.99970 0.92673 4.64912 -0.022 0.010 -0.023 0.0000
H -2.16124 0.48674 6.15041 0.004 0.005 -0.007 0.0000
H -2.05012 1.57586 -1.12934 0.031 0.003 -0.067 0.0017
H -2.95194 3.57287 0.48778 -0.013 -0.011 0.006 0.0000
H -2.37038 4.35824 2.70146 0.002 -0.001 0.003 0.0000
H -1.01676 3.61522 3.55904 0.007 0.000 0.007 0.0000
H -2.66970 3.00102 3.79966 -0.005 0.001 0.010 0.0000
C -1.31221 -1.82689 -3.01812 0.007 -0.016 0.036 0.0297
C -0.68856 -2.95552 -2.22936 -0.066 -0.005 0.031 0.0051
As -0.70949 -2.47688 -0.33061 0.075 -0.147 0.037 -0.0062
C -0.32903 -4.23177 0.40773 -0.117 -0.082 0.064 0.0025
C -1.02558 -4.65279 1.53377 -0.078 -0.076 -0.259 0.0007
C -0.87133 -5.94719 2.00744 -0.007 0.054 0.001 0.0000
C -0.03569 -6.83306 1.34209 0.038 -0.002 -0.027 -0.0003
C 0.64475 -6.41977 0.20598 -0.153 -0.065 0.022 -0.0005
C 0.50520 -5.12103 -0.26048 -0.342 -0.055 -0.119 -0.0012
C -2.62292 -2.44767 0.01122 0.015 0.053 -0.087 0.0026
C -3.40199 -3.47561 -0.52061 -0.004 0.035 0.006 0.0002
C -4.77131 -3.49583 -0.31497 -0.012 0.001 0.014 -0.0004
C -5.37733 -2.49547 0.43587 -0.008 -0.016 0.001 0.0001
C -4.60602 -1.48625 0.98798 0.018 0.006 0.003 -0.0005
C -3.23185 -1.46245 0.77670 0.025 -0.028 0.061 -0.0003
As -0.36880 -0.17717 -2.57083 0.107 -0.161 -0.026 0.0339
C 1.31417 -0.34714 -3.45022 -0.050 0.020 -0.110 0.2840
C 2.42679 -0.40057 -2.44422 -0.079 -0.086 -0.079 -0.1160
C 3.75278 -0.66838 -3.08172 0.034 -0.060 0.077 0.3152
C 3.90861 -0.73205 -4.42753 -0.004 -0.003 -0.001 -0.1053
C 2.80423 -0.65688 -5.30939 -0.003 -0.001 0.031 0.3983
C 1.50385 -0.48158 -4.78843 0.033 0.001 -0.034 -0.1125
C -1.45667 1.07397 -3.56635 -0.009 -0.008 0.041 0.0057
C -0.86535 2.01470 -4.40200 -0.030 0.007 0.032 0.0081
C -1.66207 2.83112 -5.18903 -0.007 0.013 -0.002 0.0037
C -3.04567 2.72346 -5.13628 0.008 0.005 -0.013 -0.0007
C -3.63693 1.78873 -4.30074 0.003 -0.012 0.021 0.0005
C -2.84310 0.95669 -3.52247 -0.007 0.028 0.016 -0.0020
H -2.36310 -1.70992 -2.74795 -0.007 0.020 -0.049 0.0033
H -1.25237 -1.96799 -4.09787 0.040 -0.012 0.001 -0.0018
H 0.35457 -3.11554 -2.50857 -0.044 -0.018 0.020 -0.0192
H -1.22724 -3.89452 -2.34735 0.025 -0.022 -0.036 -0.0001
H -1.71400 -3.97742 2.02112 0.033 -0.159 -0.324 0.0003
H -1.41822 -6.26921 2.88487 -0.010 -0.023 0.015 0.0000
H 0.07976 -7.84618 1.70452 -0.005 -0.006 -0.003 0.0000
H 1.29869 -7.10440 -0.31801 0.004 0.005 0.001 0.0001
H 1.07378 -4.80967 -1.12836 -0.227 -0.079 -0.033 0.0003
H -2.94020 -4.27975 -1.08038 -0.002 0.006 -0.012 0.0001
H -5.36591 -4.29717 -0.73362 -0.002 0.002 0.000 -0.0001
H -6.44735 -2.51253 0.59637 0.000 0.001 -0.001 0.0000
H -5.07126 -0.71301 1.58662 -0.004 0.001 0.000 -0.0001
H -2.63243 -0.68667 1.22822 -0.010 0.014 -0.020 0.0003
H 2.53680 0.61207 -2.02563 -0.058 0.000 -0.003 0.1623
H 4.61176 -0.74097 -2.42590 -0.002 -0.032 0.011 0.0008
H 4.90063 -0.86478 -4.84061 -0.002 -0.006 0.000 -0.0016
H 2.95148 -0.75081 -6.37570 0.002 0.013 -0.002 0.0129
H 0.66033 -0.45256 -5.47121 0.001 -0.010 0.001 0.0012
H 0.20988 2.11651 -4.42554 0.024 0.006 0.011 0.0048
H -1.19988 3.55908 -5.84271 0.002 0.001 0.001 0.0002
H -3.66223 3.36620 -5.75083 0.001 0.000 0.001 0.0000
H -4.71436 1.69700 -4.25958 0.000 -0.001 0.001 0.0001
H -3.32045 0.22153 -2.88425 0.000 0.005 0.011 0.0006
Cl 0.98476 7.27037 2.88923 0.002 0.006 0.001 0.0000
C 1.04716 5.93110 1.78884 -0.008 -0.005 -0.014 0.0001
C 0.43213 6.03636 0.55021 0.005 -0.009 0.004 0.0000
C 0.46560 4.95172 -0.31268 -0.018 0.008 0.004 0.0004
C 1.09775 3.77219 0.06165 -0.016 -0.027 0.017 -0.0010
C 1.72620 3.69208 1.30099 -0.015 -0.001 -0.002 -0.0009
C 1.70827 4.77195 2.16918 0.004 -0.006 0.026 0.0003
C 0.99453 2.56538 -0.82971 0.061 -0.001 -0.092 -0.0045
O 0.45042 2.63470 -1.92224 -0.074 -0.021 -0.056 0.0072
O 1.47810 1.48546 -0.30755 0.035 0.058 0.108 0.0285
H -0.06326 6.95655 0.27259 0.001 0.000 -0.001 0.0000
H -0.01355 4.99805 -1.28192 0.004 0.003 -0.002 0.0000
H 2.23455 2.77513 1.57195 -0.003 -0.016 0.005 0.0002
H 2.20311 4.72847 3.13060 -0.005 -0.001 -0.009 0.0000
N 2.00778 -1.23242 -1.29525 0.389 0.299 0.280 0.0436
C 2.49707 -2.51358 -1.10617 -0.189 -0.135 -0.145 0.0291
C 2.96356 -3.30966 -2.17433 0.018 -0.007 -0.027 -0.0138
C 3.50901 -4.56534 -1.95901 0.047 -0.014 -0.011 0.0121
C 3.58118 -5.10900 -0.68354 0.130 0.103 0.050 -0.0038
C 3.04372 -4.37933 0.36526 0.422 0.168 0.042 0.0041
C 2.49666 -3.12320 0.16247 0.323 0.211 0.048 -0.0024
H 2.88430 -2.94844 -3.18916 0.010 0.052 -0.026 0.0013
H 3.86779 -5.12995 -2.81123 -0.003 -0.004 0.004 0.0003
H 4.01249 -6.08697 -0.51913 0.005 -0.004 0.000 -0.0006
H 3.02562 -4.79738 1.36490 -0.006 0.001 -0.012 -0.0003
H 2.04561 -2.61859 1.00442 0.026 0.039 0.018 -0.0002
```
Positions in Å, forces in eV/Å.


# 2
C51H48BaN4O8S | ωB97M-V with the def2-TZVPD basis set

Results
Total charge: -2
Relative energy (zero: lowest compared OMol25 entry of this formula, charge and spin) in kcal per mole: 62.0
LUMO in eV: 3.81
Orbital gap in eV: 6.565

Structure (XYZ):
```
113
Properties=species:S:1:pos:R:3:forces:R:3:lowdin_charge:R:1
Ba -0.01621 -0.86544 0.88946 2.340 4.146 1.802 2.1577
C 0.53772 -7.13752 -2.61443 -0.001 0.149 0.115 0.0101
C 0.35423 -5.62270 -2.63136 0.121 -0.199 -0.365 -0.6046
C 0.37513 -5.09846 -4.07110 0.002 0.052 0.258 0.0123
O 1.39474 -5.03439 -1.90296 0.001 -0.074 0.185 -0.0272
C 0.88143 -3.88474 -1.21330 -0.086 0.318 0.108 -0.1116
C -0.61385 -4.20885 -1.05525 0.127 0.333 0.038 -0.1249
O -0.84703 -5.29484 -1.96829 -0.089 -0.029 0.091 -0.0154
C -1.62419 -2.99888 -1.21605 -0.126 -0.597 -0.303 -0.4069
O -1.10580 -1.93619 -0.52886 -2.847 -3.330 -3.545 -0.5911
C -1.90304 -2.62893 -2.68688 0.042 0.134 0.126 -0.1120
C -2.37118 -3.51469 -3.65886 0.019 0.001 -0.038 -0.0845
C -2.63119 -3.08378 -4.95340 0.003 -0.025 0.011 -0.1062
C -2.44605 -1.75379 -5.30120 -0.004 0.044 -0.059 -0.1226
C -2.00259 -0.85761 -4.33941 -0.028 -0.017 -0.071 -0.0872
C -1.73431 -1.29478 -3.05058 0.048 -0.022 -0.012 0.0013
C -2.93217 -3.53252 -0.54506 0.068 0.069 -0.053 -0.1016
C -4.15230 -3.74227 -1.17499 -0.017 0.125 0.054 -0.0233
C -5.25925 -4.19803 -0.46306 -0.052 0.000 -0.008 -0.1020
C -5.16925 -4.45046 0.89415 -0.071 -0.026 0.018 -0.1226
C -3.95316 -4.25268 1.53667 0.019 0.014 0.049 -0.0807
C -2.85659 -3.81421 0.82000 -0.067 0.033 -0.056 -0.0433
C 1.72419 -3.58751 0.09040 0.291 -0.330 -0.426 -0.4483
O 1.48866 -2.30982 0.47696 2.784 -3.506 -0.793 -0.5686
C 1.46597 -4.56879 1.25271 0.047 0.083 0.031 -0.1108
C 1.65668 -4.07153 2.54396 -0.073 0.008 -0.197 -0.0016
C 1.51014 -4.88838 3.65294 0.015 -0.005 0.002 -0.0855
C 1.15205 -6.22198 3.49669 0.008 0.013 0.073 -0.1229
C 0.93759 -6.72199 2.22217 -0.016 -0.056 0.024 -0.0957
C 1.10309 -5.90506 1.10976 -0.024 -0.015 -0.035 -0.0399
C 3.21067 -3.76302 -0.34134 -0.008 0.100 0.073 -0.1050
C 3.91891 -2.60052 -0.62822 -0.079 0.022 0.029 -0.0035
C 5.24749 -2.65684 -1.02581 0.034 -0.003 -0.022 -0.0926
C 5.89076 -3.88099 -1.14456 0.055 0.047 -0.020 -0.1312
C 5.19101 -5.04620 -0.86205 -0.024 -0.051 0.018 -0.1093
C 3.86318 -4.98720 -0.46148 0.096 0.031 -0.001 -0.0339
H 1.52934 -7.38730 -2.99361 -0.012 -0.019 -0.039 0.0863
H -0.22306 -7.61502 -3.23284 0.004 -0.005 -0.010 0.0814
H 0.44339 -7.50562 -1.59314 0.001 -0.005 -0.013 0.0743
H 1.35402 -5.30919 -4.50448 -0.014 -0.031 -0.028 0.0865
H 0.21026 -4.02243 -4.06895 0.012 0.006 -0.070 0.0843
H -0.40371 -5.57791 -4.66539 -0.023 0.054 -0.032 0.0823
H 1.00805 -2.97696 -1.81599 0.042 -0.079 -0.057 0.1700
H -0.78521 -4.59130 -0.04860 0.055 -0.030 -0.084 0.1276
H -2.52445 -4.55267 -3.40228 0.007 -0.007 0.009 0.1118
H -2.97722 -3.79224 -5.69885 -0.011 -0.017 0.026 0.0907
H -2.64989 -1.41982 -6.31289 -0.003 0.004 0.011 0.0845
H -1.87162 0.18817 -4.59267 0.031 -0.004 0.016 0.0939
H -1.39237 -0.60676 -2.29040 0.008 -0.020 0.027 0.1137
H -4.27254 -3.52580 -2.22649 0.009 0.033 -0.003 0.0971
H -6.20381 -4.34430 -0.97704 0.021 0.014 -0.018 0.0871
H -6.03542 -4.79276 1.45061 0.006 0.009 -0.014 0.0848
H -3.86603 -4.41894 2.60490 0.027 -0.026 -0.024 0.1020
H -1.92265 -3.64081 1.32938 0.073 0.065 0.165 0.1102
H 1.90527 -3.02171 2.63201 0.030 0.005 0.108 0.1114
H 1.67129 -4.48227 4.64515 -0.017 0.015 -0.007 0.0942
H 1.03527 -6.86048 4.36549 -0.030 -0.008 -0.019 0.0840
H 0.63183 -7.75505 2.09531 0.018 0.005 -0.044 0.0902
H 0.93448 -6.31201 0.12168 0.024 0.019 0.024 0.0934
H 3.39648 -1.65805 -0.50643 0.037 0.000 0.017 0.1125
H 5.78235 -1.73761 -1.23694 -0.002 -0.003 0.004 0.0931
H 6.93241 -3.92569 -1.44434 -0.011 -0.010 -0.015 0.0818
H 5.68017 -6.01066 -0.95282 0.012 0.010 0.015 0.0854
H 3.34125 -5.90822 -0.24141 -0.058 0.000 0.011 0.1024
C -6.82861 0.21769 6.29628 0.083 -0.060 -0.048 -0.0679
C -5.80844 0.03338 5.20135 -0.136 -0.013 -0.032 -0.2896
C -6.18488 -0.48758 3.96695 0.078 0.013 0.114 -0.0465
C -5.25091 -0.64825 2.95391 0.051 -0.019 -0.094 -0.0564
C -3.93164 -0.28298 3.16630 -0.066 -0.034 -0.297 -0.2467
C -3.53427 0.20166 4.40145 0.108 0.063 0.013 -0.0398
C -4.47165 0.36284 5.40981 0.032 -0.026 -0.007 -0.0470
S -2.74015 -0.42713 1.81281 -2.298 1.469 1.447 0.5096
O -1.74229 -1.31056 2.37893 -2.190 -0.873 1.707 -0.5570
O -3.52654 -0.82864 0.68015 -0.050 -0.197 -0.100 -0.2748
N -2.04779 0.97694 1.66546 -0.267 -0.159 0.229 -0.1906
C -2.69025 2.10826 1.25797 -0.598 0.056 -0.049 -0.2494
C -4.06773 2.26271 1.07416 0.480 -0.270 0.001 -0.0277
C -4.62926 3.47991 0.67567 0.004 0.295 -0.064 -0.1035
C -3.85695 4.58555 0.43192 -0.201 -0.019 -0.029 -0.0865
C -2.45830 4.48952 0.58773 0.196 -0.220 0.049 -0.1748
C -1.57957 5.55904 0.30494 0.122 0.006 0.018 -0.0432
C -0.23248 5.39785 0.47110 -0.114 0.079 -0.034 -0.0648
C 0.24667 4.16349 0.95495 0.026 -0.195 0.098 -0.1217
N -0.53966 3.15425 1.23183 0.197 0.027 -0.018 0.1216
C -1.86729 3.27267 1.02532 -0.300 0.205 -0.054 -0.1593
H -7.83364 0.28246 5.87868 -0.018 -0.007 0.032 0.0671
H -6.63650 1.12692 6.86748 0.003 -0.008 0.016 0.0701
H -6.80539 -0.62642 6.99043 -0.036 0.028 0.032 0.0754
H -7.21937 -0.76741 3.79857 -0.003 0.016 -0.015 0.1046
H -5.52126 -1.05415 1.98619 -0.036 0.030 0.011 0.1120
H -2.49022 0.45343 4.55549 -0.028 0.040 0.033 0.1081
H -4.16719 0.75043 6.37658 0.026 0.026 -0.017 0.1057
H -4.70399 1.40305 1.20661 -0.111 -0.028 -0.014 0.0854
H -5.70467 3.54023 0.54439 0.009 -0.020 0.015 0.0942
H -4.29317 5.52620 0.11374 -0.014 -0.027 -0.021 0.0920
H -1.99256 6.49397 -0.06065 0.003 0.008 0.026 0.1024
H 0.46598 6.19391 0.24608 -0.006 0.003 -0.014 0.0925
H 1.30902 3.99403 1.10833 0.008 0.059 -0.041 0.0948
O 3.27161 2.57834 0.42871 -0.089 -0.059 0.058 -0.0795
C 2.44727 1.68292 0.42509 0.024 0.083 -0.068 -0.6084
N 1.62912 0.82471 0.42452 2.026 2.158 -0.644 -0.1711
C -0.34805 2.75344 4.59940 -0.031 -0.027 -0.035 -0.0595
N 0.32048 1.47688 4.65118 0.049 -0.035 0.138 -0.1838
C 0.97883 1.09864 5.87770 -0.061 -0.083 -0.120 -0.0567
C 0.41752 0.69015 3.54461 0.177 0.029 0.166 -0.3755
O 0.96298 -0.40025 3.52881 0.117 0.096 0.456 -0.0669
H -1.16224 2.78967 5.33221 0.000 0.017 -0.002 0.0798
H -0.76201 2.89663 3.60194 0.033 0.010 0.056 0.0660
H 0.34591 3.57257 4.81705 0.000 0.013 -0.031 0.0855
H 1.88519 1.69215 6.03918 -0.007 0.013 0.034 0.0861
H 1.25168 0.04873 5.79775 0.044 0.005 0.038 0.0814
H 0.30912 1.23978 6.73084 -0.011 0.009 -0.006 0.0791
H -0.06356 1.14012 2.67018 0.034 0.109 0.012 0.0534
```
Positions in Å, forces in eV/Å.